1.
Computed, not measured: a cluster of 2 separate species, C2H7N2O2 in total, with ωB97M-V with the def2-TZVPD basis set.

Results
HOMO (eV): -4.21
Net charge: -1
Energy relative to the best compared isomer or geometry (same formula, charge and spin) (kcal per mole): 35.9

The geometry in XYZ format:
```
13
Properties=species:S:1:pos:R:3:mulliken_charge:R:1
N 0.752 -0.405 -0.235 -0.610
C 1.035 0.907 -0.915 -0.102
N 1.375 1.996 0.096 -0.668
H 0.103 -0.734 0.480 0.311
H 0.666 -1.129 -0.913 0.158
H 0.144 1.158 -1.499 0.247
H 1.950 0.927 -1.592 0.211
H 2.298 1.949 0.464 0.234
H 0.919 1.906 1.065 0.241
O -1.253 -1.297 1.402 -0.738
C -2.295 -1.650 0.748 0.086
O -2.819 -1.067 -0.247 -0.645
H -2.873 -2.560 1.145 0.273
```

2.
Computed, not measured: a structure of composition C33H31BF4N2O7SSr, with ωB97M-V with the def2-TZVPD basis set.

Results
HOMO (eV): -2.72
Net charge: -2
Energy relative to the best compared isomer or geometry (same formula, charge and spin) (kcal per mole): 31.1

The geometry in XYZ format:
```
80
Properties=species:S:1:pos:R:3:mulliken_charge:R:1
Sr -0.353 -0.922 1.207 1.996
C -4.651 0.043 1.507 -0.660
O -5.031 0.099 0.132 -0.514
C -4.778 -1.058 -0.567 0.468
C -5.869 -1.737 -1.108 -0.290
C -5.643 -2.929 -1.814 -0.924
C -4.335 -3.403 -1.893 -0.743
C -3.190 -2.786 -1.279 0.283
C -1.868 -3.463 -1.310 -1.012
N -0.872 -3.242 -0.525 0.561
N 0.192 -4.147 -0.618 -0.873
C 1.213 -3.759 0.185 0.337
O 1.316 -2.686 0.830 -0.732
C 2.419 -4.666 0.146 0.217
C 3.633 -4.273 0.699 -0.339
C 4.812 -4.964 0.482 -0.458
C 4.852 -6.061 -0.415 -0.444
C 3.665 -6.405 -1.011 -0.462
C 2.488 -5.740 -0.762 -0.207
C -3.488 -1.535 -0.713 0.152
O -2.573 -0.766 -0.161 0.007
H -3.690 -0.468 1.675 0.138
H -5.388 -0.486 2.097 0.377
H -4.653 1.099 1.784 0.237
H -6.903 -1.502 -0.888 0.377
H -6.504 -3.543 -1.931 0.280
H -4.208 -4.308 -2.436 0.375
H -1.762 -4.302 -2.041 0.189
H 3.682 -3.379 1.374 0.212
H 5.704 -4.602 0.997 0.333
H 5.814 -6.541 -0.554 0.363
H 3.678 -7.151 -1.809 0.301
H 1.622 -5.903 -1.376 0.393
O -1.615 1.228 0.963 -0.141
C -1.052 2.215 0.158 3.327
C 0.085 1.652 -0.804 -0.374
O 0.500 2.303 -1.786 -0.774
O 0.636 0.620 -0.338 -0.742
C -2.124 2.976 -0.621 -0.008
C -2.656 2.259 -1.737 0.006
C -3.534 2.802 -2.647 -0.944
C -3.983 4.082 -2.459 -0.385
C -3.628 4.770 -1.284 -0.948
C -2.690 4.201 -0.388 -0.121
C -0.227 3.149 1.127 -1.289
C 0.791 3.919 0.578 0.226
C 1.631 4.667 1.396 -0.929
C 1.574 4.472 2.750 -0.217
C 0.725 3.539 3.371 -0.733
C -0.152 2.830 2.525 -0.645
H -2.153 0.609 0.354 -0.165
H -2.247 1.266 -1.854 0.283
H -3.767 2.266 -3.577 0.350
H -4.652 4.492 -3.201 0.381
H -3.969 5.776 -1.156 0.391
H -2.489 4.709 0.575 0.391
H 1.029 3.894 -0.503 0.585
H 2.461 5.196 1.039 0.468
H 2.376 4.971 3.331 0.266
H 0.883 3.251 4.418 0.396
H -0.821 2.097 2.994 0.440
F -1.152 1.088 4.948 -0.438
B -0.318 -0.061 4.860 0.518
F -1.111 -1.288 5.012 -0.450
F 0.641 -0.039 5.759 -0.287
F 0.283 -0.086 3.511 -0.418
O 5.520 0.284 -3.410 -0.743
S 4.982 -0.257 -2.084 0.392
C 5.674 0.883 -0.756 -0.888
C 4.520 1.646 -0.154 -0.261
C 3.597 1.848 -1.297 0.016
C 3.376 0.497 -1.911 -0.155
H 6.270 1.618 -1.301 0.372
H 6.190 0.352 -0.002 0.478
H 4.923 2.543 0.350 0.334
H 4.000 1.049 0.604 0.260
H 4.061 2.423 -2.048 0.447
H 2.652 2.302 -1.142 -0.614
H 2.860 0.570 -2.848 0.524
H 2.772 -0.093 -1.219 -0.119
```

3.
Computed, not measured: a structure of composition C3H4O3, with ωB97M-V with the def2-TZVPD basis set.

Results
HOMO (eV): -10.46
Energy relative to the best compared isomer or geometry (same formula, charge and spin) (kcal per mole): 92.0

The geometry in XYZ format:
```
10
Properties=species:S:1:pos:R:3:mulliken_charge:R:1
C 0.467 -0.239 0.196 0.107
C -0.905 -0.454 0.508 -0.254
C 0.007 1.007 -0.670 0.344
H 1.588 -0.831 -1.220 0.440
H 0.727 0.496 1.037 0.188
H -0.884 -0.252 1.617 0.242
H -1.349 -1.307 0.002 0.279
O 1.474 -1.122 -0.021 -0.553
O -1.287 0.782 -0.093 -0.337
O 0.164 1.920 -1.356 -0.456
```

4.
Computed, not measured: a structure of composition C30H29BeNOPS2, with ωB97M-V with the def2-TZVPD basis set.

Results
HOMO (eV): -10.59
Net charge: +1
Energy relative to the best compared isomer or geometry (same formula, charge and spin) (kcal per mole): 6.5

The geometry in XYZ format:
```
65
Properties=species:S:1:pos:R:3:mulliken_charge:R:1
Be 0.762 -0.975 0.135 -0.095
S 0.744 2.325 -2.360 -0.268
C -0.844 2.310 -1.718 -0.593
C -1.063 1.268 -0.866 -0.745
C 0.052 0.415 -0.697 0.437
C 1.110 0.891 -1.445 0.605
C 2.381 0.264 -1.351 0.647
C 3.535 0.650 -2.043 -1.204
C 4.694 -0.071 -1.858 -0.511
C 4.689 -1.158 -0.984 -0.987
C 3.520 -1.457 -0.318 -0.289
N 2.396 -0.773 -0.494 0.409
H -1.534 3.078 -2.011 0.524
H -2.006 1.137 -0.360 0.425
H 3.498 1.495 -2.710 0.510
H 5.595 0.196 -2.387 0.483
H 5.575 -1.754 -0.832 0.459
H 3.461 -2.276 0.383 0.520
C -4.336 1.014 -3.333 -1.542
C -3.300 -0.008 -2.989 1.041
C -2.221 -0.277 -3.827 -0.878
C -1.225 -1.159 -3.436 -0.628
C -1.315 -1.785 -2.204 0.626
C -2.402 -1.562 -1.374 -0.025
C -3.387 -0.682 -1.773 -1.053
S 0.041 -2.830 -1.657 0.292
C -0.892 -4.386 -1.483 -1.042
O 0.240 -2.451 -0.199 -0.204
H -4.132 1.483 -4.292 0.388
H -4.356 1.782 -2.559 0.324
H -5.326 0.560 -3.370 0.384
H -2.142 0.212 -4.786 0.386
H -0.378 -1.350 -4.079 0.423
H -2.457 -2.038 -0.407 0.256
H -4.226 -0.496 -1.119 0.470
H -1.797 -4.192 -0.914 0.309
H -0.252 -5.090 -0.960 0.439
H -1.131 -4.754 -2.474 0.420
C 1.123 -1.285 3.818 -1.507
P 0.769 -0.407 2.241 1.305
C 1.802 1.084 2.293 0.468
C 3.018 1.090 2.972 -0.838
C 3.906 2.140 2.817 -0.722
C 3.607 3.186 1.960 -0.677
C 2.396 3.196 1.288 -0.897
C 1.500 2.156 1.455 0.025
C -0.982 0.040 2.454 0.203
C -1.865 -1.029 2.304 -0.508
C -3.229 -0.823 2.356 -0.828
C -3.730 0.457 2.531 -0.526
C -2.860 1.521 2.685 -0.785
C -1.488 1.318 2.655 -0.061
H 2.139 -1.679 3.804 0.508
H 0.429 -2.121 3.907 0.424
H 0.992 -0.613 4.667 0.458
H 3.283 0.279 3.631 0.334
H 4.839 2.139 3.360 0.430
H 4.312 3.989 1.816 0.430
H 2.151 4.013 0.627 0.451
H 0.558 2.172 0.930 0.337
H -1.462 -2.021 2.150 0.416
H -3.912 -1.656 2.265 0.442
H -4.797 0.625 2.546 0.430
H -3.252 2.517 2.832 0.451
H -0.821 2.155 2.784 0.524
```

5.
Computed, not measured: a structure of composition C40H45N4O4RbSSb2, with ωB97M-V with the def2-TZVPD basis set.

Results
HOMO (eV): -2.24
Net charge: -2
Energy relative to the best compared isomer or geometry (same formula, charge and spin) (kcal per mole): 8.7

The geometry in XYZ format:
```
97
Properties=species:S:1:pos:R:3:mulliken_charge:R:1
Rb 0.677 0.541 0.673 0.478
O -0.932 0.271 2.822 0.063
C -1.813 1.039 3.325 0.012
C -1.695 1.525 4.667 -0.148
C -2.658 2.306 5.256 -0.488
C -3.819 2.682 4.559 -0.792
C -3.942 2.267 3.249 -0.564
C -2.974 1.485 2.606 0.857
C -3.197 1.210 1.188 -0.979
N -2.385 0.688 0.363 0.641
C -2.832 0.571 -1.010 -0.786
C -2.614 -0.845 -1.544 -0.825
N -1.220 -1.050 -1.877 0.264
C -0.953 -1.294 -3.092 -0.403
C 0.369 -1.441 -3.702 0.676
C 0.406 -1.566 -5.094 -0.482
C 1.584 -1.649 -5.811 -0.760
C 2.789 -1.596 -5.093 -0.297
C 2.797 -1.483 -3.724 -0.270
C 1.593 -1.419 -2.946 0.202
O 1.628 -1.357 -1.679 -0.824
H -0.785 1.267 5.195 0.460
H -2.512 2.648 6.276 0.335
H -4.580 3.295 5.026 0.357
H -4.814 2.566 2.672 0.280
H -4.185 1.544 0.824 -0.012
H -2.237 1.251 -1.628 0.215
H -3.891 0.852 -1.123 0.399
H -3.275 -1.009 -2.412 0.397
H -2.901 -1.550 -0.758 0.165
H -1.785 -1.378 -3.816 0.002
H -0.544 -1.586 -5.624 0.252
H 1.577 -1.742 -6.890 0.332
H 3.733 -1.646 -5.627 0.372
H 3.729 -1.445 -3.170 0.330
C -1.898 -2.651 2.418 -1.229
Sb 0.081 -2.160 3.092 0.200
C -0.479 -1.886 5.156 -1.417
C 0.504 -4.329 3.425 -1.788
C 1.954 -4.527 3.708 0.805
C 2.443 -4.283 4.995 -0.537
C 3.796 -4.334 5.294 -0.696
C 4.702 -4.639 4.287 -0.666
C 4.230 -4.902 3.008 -0.535
C 2.871 -4.862 2.688 1.207
C 2.431 -5.162 1.292 -2.235
Sb 1.759 -3.428 0.026 1.046
C 3.631 -2.443 0.389 -1.357
C 2.368 -4.559 -1.700 -1.430
H -2.331 -3.406 3.078 0.520
H -1.840 -3.043 1.401 0.270
H -2.499 -1.743 2.419 0.249
H -0.909 -2.806 5.556 0.460
H -1.214 -1.084 5.196 0.393
H 0.390 -1.599 5.750 0.316
H 0.164 -4.860 2.536 0.423
H -0.122 -4.619 4.272 0.737
H 1.731 -4.024 5.773 0.329
H 4.139 -4.127 6.300 0.373
H 5.765 -4.672 4.491 0.376
H 4.935 -5.150 2.221 0.274
H 1.585 -5.855 1.285 0.574
H 3.249 -5.623 0.733 0.597
H 4.443 -3.090 0.049 0.364
H 3.746 -2.261 1.459 0.375
H 3.645 -1.505 -0.162 0.427
H 3.442 -4.744 -1.649 0.389
H 2.135 -4.015 -2.615 0.296
H 1.839 -5.514 -1.700 0.421
C -1.248 8.947 2.217 -1.424
C -0.488 7.649 2.114 1.125
C -1.154 6.425 2.136 -0.946
C -0.459 5.230 2.039 -0.554
C 0.926 5.251 1.918 -0.223
C 1.607 6.457 1.901 -0.357
C 0.898 7.648 1.996 -0.655
S 1.794 3.705 1.768 1.300
O 1.182 2.848 2.761 -0.664
O 3.199 4.021 1.951 -0.779
N 1.403 3.161 0.355 -0.017
C 2.126 3.348 -0.802 0.155
C 3.156 4.301 -0.987 -0.441
C 3.797 4.367 -2.203 -0.478
C 3.433 3.501 -3.233 -0.635
C 2.405 2.615 -2.970 -0.275
N 1.755 2.539 -1.812 -0.071
H -2.316 8.767 2.348 0.326
H -1.119 9.554 1.317 0.306
H -0.902 9.543 3.065 0.324
H -2.233 6.407 2.240 0.302
H -0.978 4.279 2.073 0.533
H 2.687 6.448 1.824 0.440
H 1.432 8.594 1.984 0.327
H 3.450 4.940 -0.168 0.303
H 4.592 5.091 -2.350 0.367
H 3.926 3.510 -4.195 0.374
H 2.078 1.912 -3.733 0.344
```

6.
Computed, not measured: the molecule C4H2F4, with ωB97M-V with the def2-TZVPD basis set.

Results
Expectation value of S²: 2.010
HOMO (alpha / beta) (eV): -6.37 / -10.82
2S+1: 3
Energy relative to the best compared isomer or geometry (same formula, charge and spin) (kcal per mole): 7.3

The geometry in XYZ format:
```
10
Properties=species:S:1:pos:R:3:mulliken_spin:R:1
C -1.255 -0.053 -0.017 0.187
C 0.040 0.050 -0.130 0.582
C -2.529 -0.817 0.054 0.206
C -2.567 0.690 -0.111 0.573
F -3.096 -1.451 1.083 0.062
F -2.830 -1.437 -1.110 0.075
F -2.967 1.349 -1.151 0.114
F -3.089 1.438 1.032 0.143
H 0.673 0.878 -0.215 0.011
H 0.720 -0.885 -0.028 0.048
```